Below is a 3-piece molecular cluster, C4H13NO2 overall in a non-equilibrium geometry, with properties calculated with ωB97M-V with the def2-TZVPD basis set.

The calculation puts the HOMO energy at -8.7 eV. The value obtained for the relative energy (zero: lowest compared OMol25 entry of this formula, charge and spin) is 34.4 kcal per mole. Its spin multiplicity is 1. For the energy, the calculation gives -9942.7068 eV. The calculation puts the HOMO-LUMO gap at 9.33 eV. The calculation puts the LUMO energy at 0.68 eV.

Each atom is followed by the atoms it is bonded to, with distances in Å.
Cartesian coordinates (Å):
1 O -0.13 -3.21 -1.98  H14 0.960, H18 0.982
2 O 2.51 2.15 -0.28  H12 0.957, H20 0.973
3 N -0.76 1.23 1.71  C7 1.439, H16 1.006, H19 1.011
4 C -0.20 -0.54 0.14  C5 1.515, C7 1.328, H13 1.084
5 C 0.95 -1.22 0.85  C4 1.515, H9 1.091, H10 1.091, H11 1.092
6 C -1.98 1.01 -0.52  C7 1.529, H8 1.094, H15 1.089, H17 1.095
7 C -0.89 0.54 0.45  N3 1.439, C4 1.328, C6 1.529
8 H -2.45 1.92 -0.15  C6 1.094
9 H 0.84 -2.31 0.86  C5 1.091
10 H 1.28 -0.82 1.81  C5 1.091
11 H 1.85 -1.05 0.25  C5 1.092
12 H 1.72 1.95 0.22  O2 0.957
13 H -0.40 -1.25 -0.65  C4 1.084
14 H -0.53 -2.73 -1.24  O1 0.960
15 H -2.76 0.29 -0.77  C6 1.089
16 H -1.10 0.64 2.45  N3 1.006
17 H -1.39 1.19 -1.43  C6 1.095
18 H 0.53 -2.63 -2.42  O1 0.982
19 H -1.30 2.07 1.55  N3 1.011
20 H 2.61 3.10 -0.09  O2 0.973